1.
A structure of composition C19H29ClF3N7RuS, computed with ωB97M-V/def2-TZVPD.

Properties
Gap between HOMO and LUMO (alpha / beta)   7.394 / 7.597 eV
HOMO (alpha / beta)   -10.312 / -10.816 eV
E   -64691.527 eV
Spin multiplicity   2
Net charge   +1
ΔE to the lowest compared entry with this formula, charge and spin   0.000 eV

Last column: natural (NBO) charge in e.
Element x y z (Å)
Ru -0.21 0.59 0.22  0.59
F 4.21 -0.72 2.50  -0.31
C 4.05 0.53 2.94  0.98
F 4.73 0.64 4.09  -0.31
F 4.63 1.35 2.05  -0.31
C 2.60 0.87 3.12  -0.22
C 2.08 1.19 4.36  -0.09
C 0.72 1.47 4.50  -0.27
C -0.09 1.40 3.39  0.07
N 0.41 1.09 2.19  -0.48
C 1.73 0.84 2.03  0.11
S 2.05 0.46 0.35  0.08
H 2.73 1.22 5.22  0.25
H 0.30 1.74 5.46  0.24
H -1.15 1.59 3.44  0.22
C 1.03 3.24 -1.31  -0.40
N 0.94 2.58 -2.58  -0.40
C 1.70 3.14 -3.68  -0.21
C 1.52 2.11 -4.78  -0.21
N 0.97 0.96 -4.08  -0.42
C 0.84 -0.25 -4.88  -0.40
C 0.56 1.28 -2.81  0.67
N -0.09 0.52 -1.95  -0.61
C -0.59 -0.77 -2.42  -0.21
C -1.64 -1.28 -1.46  -0.24
N -0.97 -1.48 -0.17  -0.64
C -1.54 -2.19 0.78  0.67
N -0.84 -2.65 1.85  -0.39
C 0.51 -2.28 2.20  -0.41
C -1.73 -3.14 2.89  -0.21
C -3.01 -3.41 2.10  -0.21
N -2.85 -2.56 0.92  -0.42
C -3.85 -2.73 -0.12  -0.41
H 2.05 3.22 -0.91  0.20
H 0.38 2.69 -0.65  0.22
H 0.69 4.28 -1.39  0.21
H 2.75 3.26 -3.40  0.20
H 1.31 4.12 -3.95  0.21
H 2.46 1.84 -5.25  0.21
H 0.83 2.45 -5.57  0.20
H 1.62 -0.21 -5.63  0.22
H -0.12 -0.30 -5.40  0.20
H 0.99 -1.15 -4.30  0.22
H 0.21 -1.52 -2.43  0.19
H -1.03 -0.72 -3.41  0.20
H -2.06 -2.20 -1.86  0.21
H -2.45 -0.54 -1.39  0.19
H 1.08 -2.07 1.31  0.24
H 0.97 -3.12 2.73  0.22
H 0.53 -1.41 2.86  0.19
H -1.88 -2.38 3.67  0.19
H -1.32 -4.04 3.35  0.22
H -3.90 -3.12 2.65  0.22
H -3.10 -4.46 1.82  0.20
H -4.78 -3.00 0.38  0.22
H -3.60 -3.54 -0.81  0.20
H -4.03 -1.81 -0.66  0.22
Cl -2.57 0.93 1.18  0.01
C -1.50 2.11 0.32  -0.49
H -1.27 2.95 0.96  0.22
H -1.99 2.39 -0.61  0.22

---

2.
An isolated molecule of C4H7N3, computed with ωB97M-V/def2-TZVPD.

Properties
Gap between HOMO and LUMO   8.866 eV
HOMO   -7.770 eV
E   -8728.863 eV
Spin multiplicity   1
ΔE to the lowest compared entry with this formula, charge and spin   2.816 eV

Last column: natural (NBO) charge in e.
Element x y z (Å)
N -1.00 -2.27 -0.28  -0.80
C -0.57 -0.98 -0.09  0.22
C -1.07 0.26 -0.29  -0.36
C 0.25 0.88 0.15  0.25
N 0.50 2.05 0.92  -0.83
N 1.33 0.37 -0.72  -0.58
C 0.77 -0.47 0.39  -0.17
H -0.28 -2.95 -0.49  0.39
H -1.81 -2.37 -0.88  0.38
H -1.93 0.64 -0.83  0.20
H 0.49 2.87 0.31  0.36
H -0.25 2.18 1.59  0.37
H 2.19 0.77 -0.35  0.35
H 1.39 -0.81 1.21  0.22

---

3.
A cluster of 15 separate species, C24H78O15 in total at a distorted geometry, computed with ωB97M-V/def2-TZVPD.

Properties
Gap between HOMO and LUMO   9.923 eV
HOMO   -9.496 eV
E   -56861.167 eV
Spin multiplicity   1
ΔE to the lowest compared entry with this formula, charge and spin   6.029 eV

Last column: Mulliken charge in e.
Element x y z (Å)
C -5.25 3.81 -1.89  -0.56
O -4.76 2.49 -1.81  -0.39
H -5.02 4.35 -0.98  0.16
H -4.87 4.32 -2.80  0.24
H -6.35 3.77 -2.01  0.30
H -4.74 2.04 -2.68  0.39
C -3.65 0.32 -5.13  -0.28
O -4.24 1.39 -4.36  -0.56
H -2.62 0.02 -4.80  -0.19
H -4.25 -0.61 -5.01  0.31
H -3.62 0.66 -6.18  0.31
H -5.16 1.40 -4.63  0.29
C -3.30 3.94 2.58  -0.74
O -2.34 3.48 1.60  -0.36
H -3.36 4.99 2.52  0.30
H -4.31 3.52 2.45  0.25
H -2.82 3.77 3.53  0.32
H -1.89 2.66 1.91  0.25
C 3.74 1.28 -3.05  0.03
O 3.86 -0.07 -2.71  -0.54
H 2.67 1.58 -3.04  -0.13
H 4.27 1.87 -2.26  0.04
H 4.11 1.48 -4.09  0.27
H 3.26 -0.59 -3.25  0.39
C -1.05 -3.40 2.09  -0.21
O -1.40 -2.07 1.68  -0.27
H 0.01 -3.68 2.24  0.08
H -1.48 -3.68 3.04  0.29
H -1.39 -4.01 1.24  -0.03
H -1.03 -1.46 2.38  0.10
C 0.60 -1.80 -4.27  0.00
O 1.50 -0.99 -3.56  -0.58
H -0.38 -1.33 -4.45  -0.20
H 0.97 -2.13 -5.24  0.33
H 0.53 -2.72 -3.64  -0.06
H 1.15 -0.87 -2.65  0.47
C -3.96 -2.76 -1.33  -0.47
O -2.95 -3.52 -0.56  -0.50
H -3.58 -1.81 -1.69  0.02
H -4.21 -3.37 -2.16  0.35
H -4.90 -2.61 -0.76  0.27
H -2.64 -2.91 0.16  0.30
C -0.51 2.43 -3.96  -0.65
O 0.34 3.01 -2.92  -0.48
H -0.77 3.26 -4.65  0.41
H 0.08 1.74 -4.56  0.23
H -1.43 2.08 -3.53  0.21
H -0.19 3.77 -2.57  0.24
C -1.56 6.62 -1.91  -0.65
O -1.41 5.18 -1.62  -0.39
H -2.61 6.82 -2.12  0.26
H -1.24 7.22 -1.04  0.27
H -0.97 6.99 -2.77  0.26
H -1.76 5.01 -0.75  0.21
C 3.67 1.94 1.85  -0.87
C 5.08 2.22 2.13  0.47
C 5.99 1.95 0.94  -1.26
O 5.03 3.68 2.51  -0.59
H 3.11 2.37 2.66  0.36
H 3.49 0.88 1.65  0.02
H 3.35 2.47 0.96  0.41
H 5.38 1.68 3.00  0.22
H 5.67 2.43 0.02  0.31
H 6.01 0.89 0.60  0.30
H 7.02 2.19 1.21  0.38
H 5.90 4.08 2.65  0.30
C 2.58 -2.65 4.64  -1.93
C 2.81 -1.58 3.59  0.85
C 4.23 -1.65 2.95  -1.22
O 1.82 -1.85 2.57  -0.04
H 1.57 -2.59 4.85  0.43
H 3.15 -2.48 5.52  0.40
H 2.89 -3.62 4.25  0.41
H 2.63 -0.61 4.00  0.47
H 4.45 -2.68 2.64  0.32
H 4.94 -1.27 3.61  0.44
H 4.27 -1.09 2.03  0.12
H 2.15 -1.40 1.73  -0.14
C 0.02 -0.32 6.02  -1.38
C -0.98 -0.57 4.87  0.66
C -2.16 0.35 4.85  -1.58
O -0.37 -0.51 3.54  -0.11
H -0.53 -0.50 6.92  0.51
H 0.39 0.70 6.05  0.31
H 0.88 -0.96 5.93  0.25
H -1.31 -1.59 5.06  0.15
H -1.80 1.36 4.74  0.31
H -2.59 0.17 5.86  0.42
H -2.99 0.15 4.18  0.33
H 0.56 -0.80 3.58  0.03
C -1.77 0.53 -0.82  -1.05
C -0.28 0.50 -0.84  2.03
C 0.27 1.16 0.43  -1.08
O 0.27 -0.83 -1.02  0.50
H -2.22 -0.18 -0.10  0.09
H -2.27 0.20 -1.72  -0.18
H -2.18 1.53 -0.63  0.58
H 0.15 1.06 -1.69  -0.77
H -0.02 2.24 0.37  0.26
H 1.35 1.23 0.40  0.08
H -0.11 0.66 1.31  0.04
H -0.11 -1.43 -0.36  -0.32
C -0.28 -6.15 -2.94  -1.14
C -0.08 -5.82 -1.45  0.33
C 0.68 -4.46 -1.38  -0.54
O -1.21 -5.92 -0.65  -0.52
H -0.68 -7.18 -3.13  0.31
H 0.67 -6.01 -3.46  0.35
H -1.06 -5.42 -3.30  0.21
H 0.62 -6.59 -1.03  0.25
H 0.10 -3.64 -1.80  -0.23
H 1.56 -4.44 -2.04  0.55
H 1.03 -4.21 -0.39  0.14
H -1.88 -5.22 -0.67  0.31
O 2.71 -1.25 -0.07  -0.54
H 3.48 -0.89 -0.61  0.23
H 1.89 -1.12 -0.61  0.21

---

4.
The ion CNO with charge -1 at a distorted geometry, computed with ωB97M-V/def2-TZVPD.

Properties
Gap between HOMO and LUMO   8.129 eV
HOMO   -3.262 eV
E   -4575.764 eV
Spin multiplicity   1
Net charge   -1
ΔE to the lowest compared entry with this formula, charge and spin   0.000 eV

Last column: natural (NBO) charge in e.
Element x y z (Å)
N 0.13 -0.19 1.19  -0.83
C -0.02 0.01 0.01  0.60
O -0.11 0.18 -1.20  -0.77